[1]
A 11-piece molecular cluster, C22H33N11 overall. Source: OMol25; level of theory: ωB97M-V with the def2-TZVPD basis set.

HOMO energy = -0.4157 Eh
LUMO energy = -0.2 eV
structure (SMILES) = CC#N.CC#N.CC#N.CC#N.CC#N.CC#N.CC#N.CC#N.CC#N.CC#N.CC#N
relative energy (zero: lowest compared OMol25 entry of this formula, charge and spin) = 134.0 kJ/mol
frontier orbital gap = 0.4067 Eh
DFT total energy = -39736.389 eV

The geometry in ORCA input format:
```
! RIJCOSX wB97M-V def2-TZVPD def2/J DEFGRID3
* xyz 0 1
C -0.2244 -4.9950 2.1240
C -0.6914 -3.6722 2.5408
N -1.0779 -2.6564 2.8692
H 0.2668 -5.4369 2.9910
H 0.5261 -4.9743 1.3338
H -0.9968 -5.6369 1.7003
C 1.8451 -2.2105 -4.0406
C 1.4480 -1.0000 -3.3160
N 1.1013 -0.0550 -2.7593
H 2.3525 -2.1287 -5.0018
H 0.8914 -2.6877 -4.2659
H 2.3674 -2.8811 -3.3583
C -1.1584 4.7661 0.5991
C -2.4071 5.4374 0.1176
N -3.3968 5.9969 -0.2007
H -0.7302 4.1042 -0.1536
H -1.4181 4.3511 1.5729
H -0.3715 5.4839 0.8311
C 3.2660 3.9680 -1.4901
C 2.8708 4.9101 -0.4358
N 2.5875 5.6725 0.4002
H 3.7805 4.5582 -2.2484
H 2.4071 3.4852 -1.9563
H 3.9284 3.1998 -1.0911
C 3.9751 -0.3359 -0.2155
C 5.2928 0.2817 -0.5457
N 6.3034 0.8030 -0.8191
H 3.2246 0.3083 0.2424
H 4.2132 -1.2024 0.4014
H 3.4627 -0.7615 -1.0783
C -1.8783 0.8469 -2.9700
C -2.1021 -0.4253 -3.5813
N -2.3538 -1.4754 -4.0050
H -2.7629 1.4806 -3.0334
H -0.9933 1.2908 -3.4259
H -1.6543 0.6461 -1.9224
C -4.7671 2.6506 1.4506
C -3.7156 1.8161 0.9039
N -2.8814 1.1674 0.4527
H -5.4692 2.8890 0.6517
H -4.2859 3.5928 1.7130
H -5.2257 2.3471 2.3917
C -1.0974 1.5728 3.1678
C -0.7807 1.3017 4.5706
N -0.4899 1.1178 5.6761
H -0.4638 0.8748 2.6207
H -0.8717 2.6173 2.9528
H -2.1655 1.3645 3.1040
C 0.1974 -0.4593 0.2488
C 0.7529 0.9123 0.1926
N 1.0965 1.9787 0.1001
H 0.7334 -1.1060 -0.4457
H -0.8620 -0.4355 -0.0069
H 0.4083 -0.7660 1.2733
C 4.2879 -4.9477 -0.5989
C 3.0313 -4.2316 -0.4529
N 2.0347 -3.7141 -0.3442
H 4.1229 -5.9111 -0.1165
H 5.0235 -4.4670 0.0460
H 4.7101 -5.0371 -1.5998
C -3.9716 -2.0559 0.7178
C -4.6509 -2.9228 1.6413
N -5.2446 -3.5960 2.4126
H -4.1541 -2.4641 -0.2763
H -2.8999 -2.1222 0.9049
H -4.2956 -1.0222 0.8389
*
```

***

[2]
C22H33N3O7P2W as an isolated structure. Source: OMol25; level of theory: ωB97M-V with the def2-TZVPD basis set.

HOMO energy (spin up / spin down) = -0.2277 / -0.3008 Eh
LUMO energy (spin up / spin down) = -1.4 / -1.6 eV
relative energy (zero: lowest compared OMol25 entry of this formula, charge and spin) = 432.7 kJ/mol
frontier orbital gap (spin up / spin down) = 0.1780 / 0.2438 Eh
DFT total energy = -62544.240 eV

The geometry in ORCA input format:
```
! RIJCOSX wB97M-V def2-TZVPD def2/J DEFGRID3
* xyz 0 3
W -0.0081 2.7869 0.2697
P -2.1336 2.1011 -0.1971
P 1.0559 1.2411 -1.0380
N 0.2901 4.4683 -0.1658
H -0.7101 -2.2570 0.1131
C -2.9300 1.4724 1.2817
H -3.9710 1.2422 1.0152
H -2.9062 2.2235 2.0775
H -2.4158 0.5612 1.6179
C -2.4772 0.8614 -1.4646
H -3.5548 0.9495 -1.7045
H -2.2897 -0.1589 -1.0968
H -1.9000 1.0217 -2.3836
C -3.0839 3.5007 -0.8348
H -4.1453 3.2330 -0.8231
H -2.8044 3.7301 -1.8708
H -2.9478 4.4095 -0.2408
C 1.6621 1.1603 0.7262
H 2.7189 1.4453 0.7735
H 1.4956 0.1523 1.1460
H 1.0556 1.8513 1.4479
C 1.0057 -0.4677 -1.6671
H 1.9285 -1.0337 -1.4144
H 0.8981 -0.4615 -2.7716
H 0.1537 -1.0292 -1.2458
C 2.3613 2.0698 -2.0020
H 3.3592 1.7537 -1.6601
H 2.2720 3.1623 -1.9000
H 2.2298 1.8085 -3.0670
C 0.3060 5.7274 -0.6839
C 0.3042 8.0974 -0.3199
C 0.3265 6.8304 0.2010
C 0.2612 5.9160 -2.0849
C 0.2622 7.2063 -2.5908
C 0.2831 8.3025 -1.7092
H 0.3082 8.9476 0.3730
H 0.3376 6.6030 1.2707
H 0.2227 5.0221 -2.7276
H 0.2500 7.3448 -3.6597
H 0.3488 9.3041 -2.1091
C -1.7965 -3.2575 0.4264
O -1.5139 -2.3606 -0.4928
C -2.4391 -2.8256 1.6923
H -2.7205 -3.6730 2.3328
H -3.3216 -2.1774 1.5341
H -1.6833 -2.2423 2.2451
C -1.5928 -4.6856 0.1038
H -1.7847 -5.2918 0.9958
H -0.5525 -4.8882 -0.2164
H -2.2541 -5.0565 -0.7003
O 1.1922 -1.8983 3.6304
C 1.0463 -2.1596 2.4379
O 0.4698 -1.5167 1.4782
C 1.6130 -3.4966 1.9704
C 2.4767 -3.5521 0.8782
C 2.7534 -4.7951 0.2656
C 2.2852 -5.9902 0.8088
C 1.4450 -5.9147 1.9266
C 1.1657 -4.6819 2.5535
N 0.6658 -7.0652 2.3133
O 0.9353 -8.1699 1.8047
O -0.2770 -6.8964 3.1184
N 3.3462 -4.7715 -1.0516
O 3.5401 -3.6496 -1.5804
O 3.6271 -5.8444 -1.6141
H 2.8874 -2.6412 0.4626
H 2.5243 -6.9408 0.3496
H 0.5434 -4.6576 3.4466
*
```

***

[3]
C22H33N3OSSb2TeW as an isolated structure. Source: OMol25; level of theory: ωB97M-V with the def2-TZVPD basis set.

HOMO energy (spin up / spin down) = -0.5046 / -0.5061 Eh
LUMO energy (spin up / spin down) = -7.1 / -7.2 eV
relative energy (zero: lowest compared OMol25 entry of this formula, charge and spin) = 0.0 kJ/mol
frontier orbital gap (spin up / spin down) = 0.2447 / 0.2431 Eh
DFT total energy = -62881.904 eV

The geometry in ORCA input format:
```
! RIJCOSX wB97M-V def2-TZVPD def2/J DEFGRID3
* xyz 2 1
W 1.0580 -0.5986 -0.1584
N 1.4004 -0.3511 -4.5236
C 1.4320 -0.7498 -3.2401
S 1.9602 0.4689 -2.0391
N 1.0710 -1.9459 -2.9159
N 1.2540 -2.2124 -1.5582
C 1.7120 -3.3941 -1.3086
C 2.2371 -3.8324 -0.0389
C 2.5911 -5.1819 0.1168
C 3.2237 -5.6186 1.2598
C 3.5494 -4.7032 2.2606
C 3.2272 -3.3630 2.1277
C 2.5610 -2.9372 0.9924
O 2.2425 -1.6238 0.8555
H 1.7992 0.5337 -4.7847
H 1.2844 -1.0475 -5.2436
H 1.7810 -4.0748 -2.1538
H 2.3676 -5.8780 -0.6831
H 3.4872 -6.6610 1.3702
H 4.0713 -5.0385 3.1471
H 3.4937 -2.6399 2.8875
C 2.7069 2.8792 1.5128
Sb 0.8644 1.9466 1.0497
C -0.3116 2.3588 2.7688
C 0.0812 3.2368 -0.4815
C -1.3113 3.7968 -0.3523
C -1.4499 5.1824 -0.4225
C -2.6950 5.7896 -0.4230
C -3.8348 5.0072 -0.3576
C -3.7124 3.6304 -0.2657
C -2.4661 3.0057 -0.2480
C -2.4475 1.5198 0.0010
Sb -1.4108 0.2162 -1.3620
C -2.8216 -1.3411 -1.6489
C -1.4513 1.2442 -3.2122
H 2.5149 3.9016 1.8334
H 3.3415 2.8821 0.6289
H 3.2027 2.3321 2.3119
H -0.8892 3.2630 2.5793
H 0.3530 2.5231 3.6151
H -0.9929 1.5414 2.9967
H 0.1999 2.6662 -1.4029
H 0.7985 4.0554 -0.5437
H -0.5606 5.7971 -0.4984
H -2.7703 6.8669 -0.4843
H -4.8155 5.4629 -0.3648
H -4.6068 3.0233 -0.1866
H -3.4700 1.1411 0.0232
H -2.0246 1.2954 0.9827
H -3.6012 -0.9904 -2.3230
H -3.2751 -1.6138 -0.6970
H -2.3250 -2.2040 -2.0882
H -2.2317 2.0022 -3.1604
H -1.6771 0.5333 -4.0045
H -0.4913 1.7141 -3.4052
C 0.1351 -1.6672 3.4442
Te -0.9566 -1.5463 1.6280
C -1.0582 -3.6380 1.2839
H -0.5381 -2.0248 4.2184
H 0.4887 -0.6685 3.6879
H 0.9719 -2.3461 3.3126
H -1.6307 -4.0767 2.0966
H -0.0565 -4.0591 1.2466
H -1.5792 -3.7895 0.3419
*
```